Computed, not measured: one molecule with the formula C5H12N2O at a distorted geometry, with ωB97M-V/def2-TZVPD.

Structure (XYZ):
```
20
Properties=species:S:1:pos:R:3:mulliken_charge:R:1
C 0.73 0.04 1.61 -0.60
C 0.08 -1.52 -0.16 -1.35
C -0.19 -0.29 2.79 -0.99
N -0.03 -0.19 0.39 0.13
C -0.28 1.09 -1.75 0.33
N 0.08 0.23 -2.80 -0.62
C -0.27 0.92 -0.42 -0.34
O -0.72 2.33 -2.21 -0.51
H -0.36 2.44 -3.10 0.37
H 0.53 -0.61 -2.48 0.24
H -0.70 0.01 -3.41 0.22
H -0.51 1.81 0.15 0.33
H 1.00 1.10 1.65 0.38
H 1.64 -0.57 1.63 0.35
H -0.01 -2.23 0.65 0.32
H 1.04 -1.72 -0.65 0.38
H -0.73 -1.70 -0.87 0.45
H -0.01 0.36 3.64 0.35
H -0.10 -1.33 3.09 0.28
H -1.21 -0.15 2.26 0.27
```

* energy: -382.4123 Eh
* HOMO: -6.94 eV
* SMILES: CCN(C)/C=C(\N)O
* ΔE to the lowest compared entry with this formula, charge and spin: 237.0 kJ/mol
* frontier orbital gap: 0.287 Eh